[1]
58
Properties=species:S:1:pos:R:3 method="wB97M-V/def2-TZVPD" relative_energy_ev=1.742 gap_ha=0.301
O -5.431 -2.383 3.093
O 0.013 -1.591 -1.368
O 3.520 -0.586 -3.594
O -4.093 -0.200 3.623
C -4.288 -2.372 2.642
C 0.553 -0.830 -2.165
C 3.061 0.548 -3.688
C -3.816 -3.471 1.825
C -1.722 -2.255 1.584
C -2.551 -3.421 1.293
C -2.172 -1.205 2.372
N -3.480 -1.268 2.906
N 3.379 1.365 -4.700
N 1.463 0.088 -1.783
C 0.144 -0.917 -3.625
C -2.026 -4.514 0.404
C 4.305 1.003 -5.772
C 1.853 0.275 -0.397
C 0.217 2.369 2.614
C -0.985 2.397 1.661
C -0.152 1.763 3.978
C -1.552 0.994 1.390
C -1.263 0.704 3.886
C 2.239 1.746 -0.295
C -1.244 -0.008 2.519
C 2.895 2.006 -1.645
C 2.114 1.109 -2.617
H -5.005 -0.485 3.847
H -4.490 -4.298 1.641
H -0.736 -2.206 1.129
H 2.977 2.289 -4.712
H 0.986 -1.282 -4.210
H -0.681 -1.622 -3.714
H -0.177 0.058 -3.983
H -1.754 -4.100 -0.572
H -1.136 -4.967 0.852
H -2.777 -5.295 0.253
H 4.513 1.866 -6.406
H 3.875 0.202 -6.376
H 5.242 0.642 -5.339
H 1.043 0.044 0.293
H 2.717 -0.354 -0.179
H 0.604 3.382 2.757
H 1.016 1.769 2.170
H -1.769 3.013 2.115
H -0.709 2.871 0.715
H -0.481 2.558 4.656
H 0.746 1.313 4.413
H -1.141 0.606 0.453
H -2.636 1.082 1.254
H -1.149 -0.026 4.694
H -2.215 1.219 4.030
H 1.343 2.359 -0.210
H 2.922 1.931 0.535
H -0.221 -0.371 2.377
H 3.940 1.691 -1.596
H 2.832 3.058 -1.926
H 1.340 1.706 -3.100

---

[2]
91
Properties=species:S:1:pos:R:3 method="wB97M-V/def2-TZVPD" gap_ha=0.349
C -0.279 4.200 1.244
Si -1.238 3.308 -0.091
C -2.926 2.883 0.612
C -1.503 4.480 -1.534
C -0.364 1.775 -0.838
C -1.417 0.678 -1.016
N -0.682 -0.600 -1.271
C 0.648 -0.365 -0.818
O 1.572 -1.078 -1.082
C 0.664 0.971 -0.031
S 2.286 1.677 0.227
C 3.382 1.087 -1.013
O 2.234 3.112 0.095
O 2.736 1.175 1.508
H -0.928 4.940 1.715
H 0.566 4.723 0.799
H 0.129 3.523 1.996
H -2.825 2.183 1.446
H -3.640 2.493 -0.113
H -3.316 3.806 1.049
H -0.556 4.745 -2.009
H -2.047 5.376 -1.238
H -2.101 3.961 -2.292
H 0.097 2.030 -1.797
H -2.160 0.871 -1.790
H -2.009 0.521 -0.108
H -1.022 -1.270 -0.577
H 0.276 0.704 0.959
H 3.504 0.012 -0.990
H 3.023 1.441 -1.979
H 4.310 1.617 -0.806
C 4.286 1.878 -4.790
Br 2.830 0.626 -4.669
Br 3.739 3.667 -4.344
Br 5.793 1.320 -3.732
H 4.602 1.889 -5.823
C 6.572 5.430 -1.154
Br 6.815 6.797 0.178
Br 5.228 4.162 -0.635
Br 6.177 6.186 -2.879
H 7.508 4.897 -1.240
C -3.291 -1.675 -4.570
Br -5.164 -1.592 -4.125
Br -2.533 0.083 -4.771
Br -2.309 -2.732 -3.302
H -3.209 -2.166 -5.531
C 2.455 2.513 -9.055
Br 4.274 1.995 -8.691
Br 1.613 1.288 -10.272
Br 1.429 2.730 -7.445
H 2.495 3.477 -9.543
C -0.198 -3.281 1.677
Br 0.029 -4.531 0.238
Br 1.364 -2.184 1.921
Br -1.800 -2.221 1.441
H -0.344 -3.849 2.585
C -2.515 -4.480 5.078
Br -2.277 -5.739 3.644
Br -0.961 -3.370 5.319
Br -4.109 -3.429 4.849
H -2.633 -5.055 5.987
C 5.737 -2.205 2.120
Br 5.908 -3.164 3.784
Br 5.629 -3.411 0.620
Br 4.265 -0.970 2.126
H 6.640 -1.624 1.997
C -4.556 -2.660 8.590
Br -3.029 -1.637 8.026
Br -4.149 -3.779 10.098
Br -6.088 -1.546 8.923
H -4.814 -3.314 7.769
C 5.627 8.830 -6.305
Br 4.693 7.179 -5.959
Br 6.568 9.471 -4.758
Br 6.791 8.668 -7.826
H 4.879 9.570 -6.552
C -1.023 -7.085 8.619
Br -2.651 -7.005 7.585
Br -0.584 -5.368 9.352
Br -1.140 -8.443 9.970
H -0.223 -7.361 7.947
C -4.335 -5.168 -5.356
Br -6.135 -4.943 -5.985
Br -4.091 -6.850 -4.463
Br -3.048 -4.912 -6.765
H -4.156 -4.395 -4.622
C -7.770 -4.990 6.835
Br -6.185 -5.698 7.673
Br -8.431 -6.168 5.469
Br -9.120 -4.574 8.135
H -7.489 -4.064 6.353

---

Number 1: electronic energy -33903.1752 eV, LUMO 0.332 eV. Number 2: electronic energy -2569082.3161 eV, LUMO -0.347 eV.